Entry 1:
{"formula": "C26H35N4O2PtSSiTe", "method": "ωB97M-V/def2-TZVPD", "elements": ["Pt", "O", "C", "O", "C", "C", "C", "C", "C", "N", "H", "H", "H", "H", "Te", "C", "C", "C", "C", "C", "C", "H", "H", "H", "H", "H", "C", "N", "C", "C", "S", "N", "C", "C", "H", "H", "H", "H", "H", "H", "H", "H", "H", "H", "H", "H", "C", "Si", "C", "C", "N", "C", "C", "C", "C", "C", "C", "H", "H", "H", "H", "H", "H", "H", "H", "H", "H", "H", "H", "H", "H"], "positions_angstrom": [[-0.766, 0.401, 1.517], [0.735, 4.335, 1.728], [0.180, 3.242, 1.746], [0.706, 2.089, 1.799], [-1.352, 3.248, 1.729], [-2.065, 4.422, 1.914], [-3.445, 4.386, 1.860], [-4.077, 3.180, 1.595], [-3.307, 2.045, 1.430], [-1.969, 2.079, 1.514], [-1.500, 5.327, 2.084], [-4.025, 5.289, 2.006], [-5.153, 3.105, 1.526], [-3.749, 1.081, 1.226], [-2.431, -1.012, 2.859], [-3.947, -1.600, 1.499], [-3.695, -1.748, 0.137], [-4.702, -2.147, -0.730], [-5.979, -2.412, -0.254], [-6.238, -2.270, 1.102], [-5.233, -1.866, 1.968], [-2.701, -1.554, -0.244], [-4.477, -2.258, -1.784], [-6.763, -2.726, -0.931], [-7.231, -2.470, 1.489], [-5.453, -1.750, 3.023], [1.874, 2.435, -4.539], [2.892, 2.548, -3.499], [2.944, 3.907, -2.971], [2.684, 1.547, -2.498], [1.753, 1.820, -1.159], [3.309, 0.384, -2.777], [4.066, 0.144, -3.988], [3.161, -0.785, -1.929], [0.872, 2.652, -4.145], [1.869, 1.427, -4.955], [2.104, 3.138, -5.341], [3.165, 4.577, -3.803], [3.742, 3.983, -2.235], [2.007, 4.210, -2.492], [4.252, 1.080, -4.503], [3.524, -0.540, -4.649], [5.018, -0.325, -3.728], [2.731, -0.498, -0.975], [4.147, -1.230, -1.772], [2.510, -1.526, -2.398], [1.269, -0.210, 4.132], [1.784, -1.234, 2.651], [3.437, -0.579, 2.039], [2.105, -2.980, 3.302], [0.596, -1.094, 1.406], [0.328, -1.938, 0.346], [-0.144, -1.407, -0.872], [-0.482, -2.219, -1.941], [-0.339, -3.598, -1.860], [0.160, -4.141, -0.682], [0.487, -3.336, 0.396], [2.127, -0.042, 4.788], [0.490, -0.716, 4.707], [0.891, 0.763, 3.817], [4.136, -0.462, 2.871], [3.287, 0.398, 1.576], [3.900, -1.240, 1.302], [2.777, -2.911, 4.163], [2.583, -3.629, 2.568], [1.180, -3.454, 3.636], [-0.207, -0.329, -0.974], [-0.850, -1.764, -2.853], [-0.609, -4.235, -2.693], [0.272, -5.215, -0.589], [0.834, -3.793, 1.310]], "forces_ev_per_angstrom": [[0.3, 0.9, 0.7], [0.0, 0.0, 0.1], [-0.1, 0.1, 0.1], [0.1, -0.4, -0.5], [0.0, -0.1, -0.1], [0.0, 0.0, -0.1], [0.0, 0.0, 0.0], [0.0, 0.0, 0.0], [0.1, 0.1, -0.1], [-0.2, -0.2, 0.3], [0.0, 0.0, 0.0], [0.0, 0.0, 0.0], [0.0, 0.0, 0.0], [0.0, 0.0, 0.0], [0.0, -0.3, -0.3], [0.0, 0.0, 0.0], [0.0, 0.0, 0.0], [0.0, 0.0, 0.0], [0.0, 0.0, 0.0], [0.0, 0.0, 0.0], [0.0, 0.0, 0.0], [0.0, 0.0, 0.0], [0.0, 0.0, 0.0], [0.0, 0.0, 0.0], [0.0, 0.0, 0.0], [0.0, 0.0, 0.0], [0.0, -0.1, 0.0], [-0.1, 0.0, 0.1], [0.0, 0.0, 0.0], [0.0, 0.0, 0.0], [0.1, 0.0, 0.0], [-0.1, 0.0, 0.0], [0.0, 0.0, 0.0], [0.0, 0.0, 0.1], [0.0, 0.0, 0.0], [0.0, 0.0, 0.0], [0.0, 0.0, 0.0], [0.0, 0.0, 0.0], [0.0, 0.0, 0.0], [0.0, 0.0, 0.0], [0.0, 0.0, 0.0], [0.0, 0.0, 0.0], [0.0, 0.0, 0.0], [0.0, 0.0, 0.0], [0.0, 0.0, 0.0], [0.0, 0.0, 0.0], [-0.1, 0.0, 0.0], [0.0, 0.1, -0.1], [0.0, 0.0, 0.0], [0.0, 0.0, 0.0], [-0.3, -0.2, 0.1], [0.2, -0.1, -0.1], [0.0, 0.0, 0.0], [0.0, 0.0, 0.0], [0.0, -0.1, 0.0], [0.0, 0.0, -0.1], [0.0, 0.0, 0.0], [0.0, -0.1, 0.0], [0.0, 0.0, 0.0], [0.0, 0.0, 0.0], [0.1, 0.0, 0.0], [0.0, 0.0, 0.0], [0.0, 0.0, 0.0], [0.0, 0.0, 0.0], [0.0, 0.0, 0.0], [0.0, 0.0, 0.0], [0.0, 0.0, 0.0], [0.0, 0.0, 0.0], [0.0, 0.0, 0.0], [0.0, 0.0, 0.0], [0.0, 0.0, 0.0]], "mulliken_charge": [0.223, -0.796, 0.103, -0.787, 0.600, -0.626, -0.143, -0.886, 0.227, 0.148, 0.473, 0.414, 0.404, 0.191, -0.020, -0.363, 0.381, -0.599, -0.394, -0.532, -0.557, 0.253, 0.382, 0.355, 0.340, 0.342, -0.995, 0.033, -0.929, -0.025, -0.168, 0.197, -1.136, -0.616, 0.302, 0.279, 0.404, 0.300, 0.349, 0.364, 0.391, 0.330, 0.328, -0.277, 0.409, 0.338, -0.863, 0.492, -1.032, -1.426, 0.834, 0.586, -0.435, -0.618, -0.767, -0.655, -0.194, 0.334, 0.221, 0.191, 0.397, 0.236, 0.246, 0.323, 0.367, 0.337, 0.012, 0.395, 0.380, 0.378, 0.251], "total_charge": -1, "gap_ev": 6.527, "multiplicity": 1}

=====

Entry 2:
{"formula": "C24H33F7IN3O4P", "method": "ωB97M-V/def2-TZVPD", "elements": ["C", "C", "C", "C", "C", "C", "C", "C", "C", "O", "C", "C", "C", "N", "C", "C", "C", "I", "C", "F", "F", "C", "F", "F", "F", "C", "C", "O", "N", "C", "O", "F", "C", "C", "F", "C", "P", "O", "N", "C", "H", "H", "H", "H", "H", "H", "H", "H", "H", "H", "H", "H", "H", "H", "H", "H", "H", "H", "H", "H", "H", "H", "H", "H", "H", "H", "H", "H", "H", "H", "H", "H", "H"], "positions_angstrom": [[5.278, 1.468, -2.988], [5.076, 0.504, -1.647], [6.184, 0.484, -0.425], [5.852, -0.470, 0.867], [4.480, -1.417, 0.999], [4.338, -2.294, 2.377], [3.410, -1.587, 3.546], [3.915, -3.888, 2.101], [3.353, -1.404, -0.237], [2.160, -2.224, -0.029], [1.052, -1.889, -0.928], [0.238, -0.490, -0.491], [-1.153, -0.759, 0.312], [-2.416, -0.089, -0.212], [-3.439, -0.420, 0.895], [-4.066, -1.890, 1.030], [-3.208, -2.962, 1.990], [-4.540, -4.218, 3.214], [-2.995, -0.637, -1.481], [-2.656, 0.124, -2.756], [-4.503, -0.472, -1.599], [-2.627, -2.092, -2.032], [-1.386, -2.031, -2.899], [-2.527, -3.287, -1.250], [-3.704, -2.391, -3.062], [-2.112, 1.438, -0.251], [-3.400, 2.342, -0.729], [-3.819, 2.635, -1.968], [-4.466, 2.921, 0.241], [-4.774, 4.367, -0.115], [-6.070, 4.727, -0.325], [-3.770, 5.445, -0.313], [-1.726, 2.123, 1.183], [-1.451, 3.775, 1.054], [-2.610, 2.109, 2.330], [-0.683, 1.707, -1.081], [-0.725, 2.920, -2.534], [-0.952, 2.248, -3.972], [0.025, 0.484, -1.568], [3.705, -0.437, -1.509], [5.169, 0.882, -3.996], [6.253, 2.131, -2.916], [4.369, 2.237, -2.948], [7.140, 1.179, -0.531], [6.625, -0.469, 1.775], [5.435, -2.360, 2.843], [2.259, -1.619, 3.336], [3.617, -2.157, 4.569], [3.798, -0.477, 3.719], [2.758, -4.022, 1.978], [4.519, -4.247, 1.144], [4.269, -4.527, 3.044], [0.306, -2.821, -0.890], [1.361, -1.820, -2.079], [1.013, 0.018, 0.267], [-1.229, -1.944, 0.380], [-0.904, -0.478, 1.449], [-2.968, -0.292, 1.988], [-4.358, 0.343, 0.898], [-4.491, -2.401, 0.055], [-5.059, -1.739, 1.688], [-2.591, -3.713, 1.297], [-2.449, -2.350, 2.637], [-5.308, 2.308, 0.176], [-0.677, 1.689, 1.557], [-0.378, 4.004, 1.523], [-1.428, 4.164, -0.039], [-2.235, 4.413, 1.642], [0.173, 2.166, -0.378], [0.590, 3.570, -2.639], [-1.663, 4.040, -2.376], [-0.148, 0.173, -2.518], [2.945, -0.350, -2.399]], "forces_ev_per_angstrom": [[-1.2, 0.3, 1.2], [0.0, -2.0, 3.1], [-4.2, -2.2, -0.4], [-2.3, 0.2, -2.6], [0.9, 2.1, -2.3], [0.4, -0.4, 0.1], [0.9, 0.0, 0.4], [0.7, 0.5, 0.3], [4.3, 2.8, 0.5], [0.7, 2.5, -2.0], [-1.2, -0.6, -1.2], [1.6, 0.2, 0.7], [3.6, -2.9, 1.6], [-0.3, 0.1, 1.2], [-2.9, 0.2, 3.7], [-1.6, -1.4, 1.0], [1.3, 0.6, -2.0], [0.8, 0.9, -0.7], [-2.8, 1.7, -6.0], [-0.3, -1.8, 4.7], [4.9, -0.6, 1.7], [-0.1, -4.2, -5.0], [-3.8, -0.1, 3.6], [-0.2, 4.3, -1.9], [3.6, 1.1, 3.9], [0.0, 3.1, 0.8], [-4.9, 1.9, -6.4], [4.4, -2.4, 6.9], [2.6, 2.1, -1.0], [-8.2, 2.1, -2.1], [9.7, -2.6, 1.9], [-2.3, -4.4, 1.0], [1.9, 1.8, 1.9], [0.9, 0.2, -0.3], [0.9, -1.2, -2.1], [1.9, -0.4, 0.2], [-0.3, -0.9, -6.3], [0.6, 1.5, 5.0], [-0.9, 0.6, 1.0], [1.6, 0.0, 2.1], [0.5, 1.0, 2.1], [-1.9, -1.8, -0.2], [1.9, -1.6, -0.2], [-2.2, -1.8, 0.5], [-2.0, -0.1, -2.2], [-2.3, 0.3, -1.2], [2.2, 0.1, 0.2], [-0.5, 1.1, -2.2], [-1.0, -2.3, -0.5], [2.3, 0.3, 0.0], [-1.5, 0.6, 2.1], [-0.8, 1.4, -2.1], [1.7, 2.0, 0.2], [-0.4, 0.0, 2.6], [-1.8, -1.1, -1.4], [-0.7, 2.6, -0.4], [-1.4, -0.2, -2.7], [-0.5, 0.3, -2.9], [2.3, -1.6, -0.6], [1.1, 1.1, 1.9], [2.2, 0.1, -1.6], [-1.4, 1.7, 1.7], [-1.6, -1.3, -0.9], [0.5, 1.3, -0.1], [-2.6, 0.6, -0.8], [-2.4, -0.6, -1.0], [-0.1, -0.7, 1.8], [1.3, -1.7, -1.1], [-2.4, -0.7, -0.9], [-1.0, -0.6, 1.0], [0.8, -1.1, 0.6], [-0.4, 0.0, 0.1], [1.6, -0.2, 1.9]], "mulliken_charge": [-0.842, 0.315, -0.659, -0.603, 0.211, 0.117, -0.904, -0.990, 0.534, -0.215, -0.838, 0.614, -1.352, 1.100, -0.615, -0.504, -0.829, 0.109, 0.596, -0.295, -0.295, 0.461, -0.228, -0.165, -0.258, 1.060, -0.860, -0.440, -0.033, 0.536, -0.482, -0.185, 0.030, -0.978, -0.410, -0.774, 0.341, -0.640, -0.168, -0.387, 0.271, 0.299, 0.202, 0.237, 0.212, 0.377, 0.135, 0.336, 0.264, 0.145, 0.291, 0.355, 0.250, 0.323, 0.211, 0.136, 0.563, 0.473, 0.279, 0.197, 0.622, 0.307, 0.343, 0.350, 0.526, 0.277, 0.224, 0.367, 0.435, 0.134, 0.130, 0.547, 0.107], "total_charge": 1, "smiles": "Cc1ccc(C(C)C)c(OC[C@@H]2C[N@+](CCCI)(C(F)(F)C(F)(F)F)[C@@](C(=O)NC(=O)F)([C@@H](C)F)[C@H]([PH2]=O)N2)c1", "gap_ev": 5.395, "multiplicity": 1}

=====

Entry 3:
{"formula": "C25H27N2O", "method": "ωB97M-V/def2-TZVPD", "elements": ["C", "O", "C", "C", "C", "C", "N", "C", "C", "H", "H", "H", "H", "H", "H", "H", "H", "H", "C", "C", "N", "C", "C", "C", "C", "C", "C", "C", "C", "C", "C", "C", "C", "C", "C", "C", "C", "H", "H", "H", "H", "H", "H", "H", "H", "H", "H", "H", "H", "H", "H", "H", "H", "H", "H"], "positions_angstrom": [[-2.102, 3.901, 0.262], [-1.853, 2.840, 1.152], [-0.582, 2.250, 1.031], [-0.259, 1.225, 1.920], [0.966, 0.606, 1.878], [1.922, 0.985, 0.940], [3.172, 0.357, 0.909], [1.600, 2.001, 0.042], [0.373, 2.620, 0.082], [-3.094, 4.299, 0.477], [-1.362, 4.690, 0.403], [-2.081, 3.543, -0.769], [-0.989, 0.932, 2.653], [1.207, -0.181, 2.568], [3.733, 0.432, 0.072], [3.247, -0.581, 1.276], [2.330, 2.291, -0.693], [0.151, 3.402, -0.622], [5.557, -2.820, 2.510], [6.717, -2.207, 3.193], [7.923, -2.835, 3.368], [8.266, -4.178, 2.898], [8.811, -1.974, 4.038], [8.131, -0.768, 4.276], [8.821, 0.310, 4.843], [10.134, 0.153, 5.216], [10.791, -1.061, 5.016], [10.150, -2.120, 4.416], [6.783, -0.913, 3.761], [5.786, 0.086, 3.680], [5.793, 1.358, 4.344], [6.236, 1.539, 5.672], [6.332, 2.797, 6.217], [5.995, 3.928, 5.476], [6.186, 5.293, 6.047], [5.493, 3.757, 4.187], [5.368, 2.504, 3.644], [4.700, -2.147, 2.497], [5.802, -3.074, 1.479], [5.250, -3.737, 3.014], [9.296, -4.427, 3.148], [7.612, -4.915, 3.360], [8.150, -4.243, 1.818], [8.335, 1.259, 4.967], [10.664, 0.981, 5.660], [11.818, -1.164, 5.327], [10.664, -3.047, 4.235], [5.031, -0.049, 2.922], [6.514, 0.677, 6.255], [6.678, 2.924, 7.230], [5.861, 6.067, 5.349], [5.617, 5.413, 6.971], [7.238, 5.476, 6.275], [5.231, 4.624, 3.603], [4.970, 2.376, 2.653]], "forces_ev_per_angstrom": [[-0.1, 0.1, -0.1], [1.4, -0.9, 0.1], [-0.7, 0.3, 0.0], [-0.6, 0.5, -0.1], [0.4, 0.1, -0.3], [-0.4, 0.1, -0.4], [1.1, -0.2, 0.3], [0.5, -0.6, 0.4], [-0.9, 0.3, 0.3], [0.1, -0.2, 0.1], [0.0, 0.1, -0.1], [0.0, 0.1, -0.1], [-0.2, -0.1, 0.2], [0.0, -0.2, 0.3], [-0.4, 0.2, -0.1], [-0.5, 0.1, -0.1], [0.1, 0.1, -0.3], [0.1, 0.1, -0.2], [0.0, -0.2, -0.1], [1.3, -0.8, -0.1], [-1.3, 0.5, -0.3], [-0.3, 0.0, 0.0], [0.1, 1.1, 0.3], [0.6, 0.0, 0.5], [-0.2, -0.3, -0.3], [0.2, -0.1, 0.0], [-0.1, 0.1, 0.1], [-0.6, -0.6, -0.4], [-0.9, 1.6, 0.3], [1.5, -1.0, -0.2], [-0.1, 0.4, 0.3], [-0.1, -0.1, -0.3], [-0.1, -0.1, 0.0], [0.0, 0.1, -0.2], [-0.1, 0.3, 0.0], [0.2, 0.1, 0.1], [-0.1, -0.7, -0.1], [0.2, 0.0, 0.1], [0.1, -0.1, 0.0], [0.0, -0.1, 0.0], [-0.1, 0.2, 0.1], [0.0, 0.0, 0.1], [0.0, 0.1, 0.0], [0.1, 0.1, 0.1], [0.1, 0.1, 0.0], [0.1, -0.1, 0.0], [0.2, -0.2, 0.0], [-0.4, 0.0, -0.1], [0.0, -0.2, 0.1], [0.1, -0.1, 0.2], [0.0, -0.1, 0.1], [0.1, 0.0, 0.0], [0.0, -0.1, 0.1], [-0.1, 0.1, -0.1], [-0.1, 0.0, -0.3]], "nbo_charge": [-0.251, -0.494, 0.258, -0.212, -0.254, 0.141, -0.838, -0.268, -0.227, 0.205, 0.172, 0.174, 0.228, 0.202, 0.383, 0.365, 0.208, 0.218, -0.678, 0.376, -0.287, -0.418, 0.120, -0.008, -0.201, -0.196, -0.183, -0.216, -0.202, 0.078, -0.098, -0.149, -0.235, 0.080, -0.646, -0.219, -0.138, 0.237, 0.254, 0.259, 0.239, 0.228, 0.227, 0.231, 0.229, 0.233, 0.224, 0.223, 0.228, 0.230, 0.228, 0.241, 0.239, 0.229, 0.232], "total_charge": 1, "gap_ev": 4.891, "multiplicity": 1}

=====

Number 1: HOMO energy -4.03 eV, LUMO level 2.5 eV, molar mass 818.423 g mol⁻¹. Number 2: HOMO energy -10.27 eV, LUMO level -4.9 eV, molar mass 718.409 g mol⁻¹. Number 3: HOMO energy -9.65 eV, LUMO level -4.8 eV, molar mass 371.504 g mol⁻¹.